Entry 1:
Below is C26H19Co2FeO8 as an isolated structure in a non-equilibrium geometry, with properties calculated with ωB97M-V with the def2-TZVPD basis set.

Output
LUMO energy: 1.6 eV
Energy relative to the best compared isomer or geometry (same formula, charge and spin): 0.0 kJ/mol
2S+1: 1
Charge: -1

Element x y z (Å)
C1 -2.66 1.24 2.94
C2 -1.70 1.28 1.82
C3 -2.06 0.58 0.54
C4 -0.46 2.00 1.97
Fe1 0.76 1.54 3.51
C5 0.02 2.88 4.57
O1 -0.23 3.86 5.14
C6 1.95 2.75 2.75
O2 2.49 3.61 2.18
C7 0.56 -0.50 3.28
C8 0.17 -0.08 4.60
C9 1.29 0.60 5.20
C10 2.37 0.60 4.25
C11 1.90 -0.07 3.05
H1 -2.70 2.19 3.48
H2 -3.68 1.01 2.59
H3 -2.40 0.47 3.69
H4 -1.72 -0.47 0.63
H5 -3.16 0.56 0.45
H6 0.24 1.91 1.12
H7 -0.60 3.07 2.24
H8 -0.03 -1.12 2.62
H9 -0.77 -0.31 5.09
H10 1.34 0.96 6.22
H11 3.37 0.96 4.43
H12 2.49 -0.28 2.17
O3 0.83 -1.85 0.19
C12 0.52 -0.84 -0.30
Co1 0.14 0.50 -1.38
C13 -1.47 1.31 -0.69
O4 -1.99 2.31 -1.11
C14 1.48 1.59 -1.08
O5 2.38 2.30 -0.91
C15 -0.26 -1.05 -2.86
C16 0.76 -2.06 -3.11
C17 2.11 -1.85 -2.75
C18 3.05 -2.86 -2.91
C19 2.68 -4.09 -3.46
C20 1.36 -4.28 -3.91
C21 0.41 -3.27 -3.75
C22 -1.53 -0.84 -2.33
C23 -2.36 -1.10 -1.26
Co2 -1.18 0.22 -3.69
C24 -0.40 1.86 -3.25
O6 -0.12 2.97 -3.43
C25 -0.75 0.00 -5.38
O7 -0.48 -0.17 -6.49
C26 -2.84 0.74 -3.77
O8 -3.95 1.07 -3.83
H13 2.42 -0.88 -2.35
H14 4.08 -2.69 -2.58
H15 3.41 -4.89 -3.56
H16 1.07 -5.22 -4.38
H17 -0.61 -3.39 -4.12
H18 -3.40 -0.78 -1.38
H19 -2.19 -2.02 -0.69



Entry 2:
Below is one molecule with the formula C5H8O2 in a non-equilibrium geometry, with properties calculated with ωB97M-V with the def2-TZVPD basis set.

Output
SMILES: O[C@@H]1C=CC[C@@H]1O
LUMO energy: 1.0 eV
Energy relative to the best compared isomer or geometry (same formula, charge and spin): 155.6 kJ/mol
2S+1: 1

Element x y z (Å)
O1 -0.76 -1.76 -0.59
C1 -0.31 -0.94 0.49
C2 -1.33 0.16 0.36
C3 -0.78 1.29 -0.07
C4 0.71 1.26 0.12
C5 1.05 -0.24 0.16
O2 1.52 -0.65 -1.09
H1 -1.34 -1.03 -1.01
H2 -0.29 -1.48 1.45
H3 -2.37 -0.09 0.52
H4 -1.30 2.13 -0.51
H5 0.95 1.73 1.09
H6 1.28 1.76 -0.66
H7 1.82 -0.45 0.92
H8 0.91 -1.37 -1.35



Entry 3:
Below is one molecule with the formula C5H11N, with properties calculated with ωB97M-V with the def2-TZVPD basis set.

Output
SMILES: CC[C@H]1CN1C
LUMO energy: 1.2 eV
Energy relative to the best compared isomer or geometry (same formula, charge and spin): 128.9 kJ/mol
2S+1: 1

Element x y z (Å)
C1 -0.28 1.87 1.50
C2 -1.05 0.92 0.57
C3 -0.08 0.09 -0.24
C4 0.55 -1.08 0.42
N1 -0.33 -1.28 -0.72
C5 0.48 -1.60 -1.91
H1 0.48 1.34 2.08
H2 0.23 2.67 0.94
H3 -0.95 2.36 2.21
H4 -1.69 0.27 1.17
H5 -1.71 1.51 -0.08
H6 0.51 0.67 -0.96
H7 0.13 -1.39 1.37
H8 1.61 -1.29 0.30
H9 -0.12 -1.56 -2.82
H10 0.90 -2.60 -1.80
H11 1.33 -0.90 -2.02



Entry 4:
Below is a 3-piece molecular cluster, C4H14NO2 overall in a non-equilibrium geometry, with properties calculated with ωB97M-V with the def2-TZVPD basis set.

Output
LUMO energy: -3.2 eV
Energy relative to the best compared isomer or geometry (same formula, charge and spin): 146.1 kJ/mol
2S+1: 1
Charge: +1

Element x y z (Å)
C1 -2.23 -0.65 0.40
C2 -1.26 -1.84 0.49
C3 0.01 -1.49 -0.26
C4 1.16 -1.53 0.37
N1 2.36 -1.02 -0.33
H1 -1.81 0.18 0.97
H2 -2.36 -0.36 -0.63
H3 -3.17 -0.89 0.90
H4 -0.96 -1.93 1.54
H5 -1.70 -2.79 0.20
H6 -0.11 -0.85 -1.12
H7 1.29 -1.80 1.41
H8 2.64 -1.64 -1.09
H9 3.17 -0.90 0.28
H10 2.09 -0.10 -0.73
H11 1.14 1.71 -1.87
H12 0.19 1.70 -0.71
O1 1.05 1.34 -0.97
H13 -0.54 4.29 1.10
H14 -1.74 3.39 0.78
O2 -0.97 3.79 0.39



Entry 5:
Below is an isolated ion of composition CH4BrN2 and charge +1 in a non-equilibrium geometry, with properties calculated with ωB97M-V with the def2-TZVPD basis set.

Output
SMILES: [NH2+]=CNBr
LUMO energy: -5.5 eV
Energy relative to the best compared isomer or geometry (same formula, charge and spin): 149.2 kJ/mol
2S+1: 1
Charge: +1

Element x y z (Å)
N1 -0.05 1.07 0.37
C1 0.57 0.03 0.00
N2 -0.06 -1.12 -0.37
Br1 -1.95 -1.02 -0.80
H1 0.25 2.05 0.51
H2 -0.90 0.94 0.80
H3 1.67 0.01 -0.15
H4 0.46 -1.97 -0.37



Entry 6:
Below is a 11-piece molecular cluster, C38H74O17S4 overall in a non-equilibrium geometry, with properties calculated with ωB97M-V with the def2-TZVPD basis set.

Output
SMILES: C[C@H]1COC(=O)O1.O=S1(=O)CCCC1.O=S1(=O)CCCC1.O=S1(=O)CCCC1.O=S1(=O)CCCC1.CC(C)=O.CC(C)=O.CC(C)=O.CC(C)=O.CC(C)=O.CC(C)=O
LUMO energy: 0.0 eV
Energy relative to the best compared isomer or geometry (same formula, charge and spin): 0.0 kJ/mol
2S+1: 1

Element x y z (Å)
C1 -1.89 -1.82 -1.75
C2 -1.67 -1.06 -0.46
C3 -0.64 -1.59 0.55
O1 0.13 -0.45 0.89
C4 -0.12 0.57 0.03
O2 0.46 1.61 -0.03
O3 -1.08 0.21 -0.82
H1 -2.32 -1.20 -2.53
H2 -2.55 -2.66 -1.51
H3 -0.96 -2.29 -2.08
H4 -2.59 -0.83 0.08
H5 -0.02 -2.32 0.02
H6 -1.18 -2.00 1.40
O4 -0.40 6.31 -0.53
S1 -0.06 5.47 0.62
O5 1.28 5.09 0.95
C5 -0.77 6.23 2.12
C6 -2.21 5.71 2.25
C7 -2.55 4.74 1.09
C8 -1.25 4.09 0.59
H7 -0.66 7.31 2.03
H8 -0.11 5.87 2.91
H9 -2.38 5.22 3.21
H10 -2.83 6.60 2.22
H11 -2.99 5.29 0.26
H12 -3.23 3.96 1.43
H13 -1.23 3.52 -0.33
H14 -0.75 3.49 1.36
O6 4.35 -3.97 -1.00
S2 3.21 -3.08 -1.02
O7 1.86 -3.60 -0.88
C9 3.37 -1.65 0.13
C10 3.30 -0.38 -0.74
C11 2.60 -0.75 -2.08
C12 3.27 -2.04 -2.50
H15 4.36 -1.80 0.57
H16 2.63 -1.71 0.92
H17 2.85 0.50 -0.30
H18 4.33 -0.08 -0.91
H19 2.67 -0.05 -2.91
H20 1.54 -0.95 -1.87
H21 4.30 -1.86 -2.80
H22 2.76 -2.63 -3.27
O8 1.01 -7.32 -5.06
S3 1.56 -5.98 -5.03
O9 2.94 -5.71 -4.73
C13 1.15 -5.15 -6.63
C14 0.03 -4.16 -6.32
C15 0.18 -3.65 -4.88
C16 0.48 -4.87 -4.05
H23 0.93 -5.93 -7.35
H24 2.07 -4.65 -6.94
H25 0.08 -3.34 -7.03
H26 -0.93 -4.66 -6.40
H27 -0.68 -3.11 -4.50
H28 1.04 -2.97 -4.79
H29 -0.41 -5.50 -3.90
H30 0.92 -4.77 -3.06
O10 5.97 2.46 3.38
S4 4.90 1.86 2.60
O11 4.86 1.95 1.16
C17 4.65 0.12 3.07
C18 3.18 -0.02 3.47
C19 2.38 1.20 3.03
C20 3.27 2.40 3.26
H31 5.31 0.09 3.94
H32 5.08 -0.53 2.31
H33 2.80 -0.94 3.02
H34 3.13 -0.15 4.55
H35 1.40 1.28 3.50
H36 2.13 1.17 1.97
H37 3.38 2.55 4.34
H38 2.90 3.35 2.90
C21 -1.53 3.35 5.57
C22 -1.01 2.82 4.26
C23 -1.87 1.85 3.46
O12 -0.06 3.37 3.75
H39 -0.68 3.52 6.23
H40 -2.15 2.61 6.09
H41 -2.19 4.22 5.58
H42 -1.28 1.18 2.84
H43 -2.60 2.44 2.91
H44 -2.42 1.25 4.18
C24 3.47 3.34 -1.39
C25 2.53 3.22 -2.59
C26 1.21 3.90 -2.49
O13 2.81 2.52 -3.54
H45 3.13 2.72 -0.56
H46 3.53 4.39 -1.09
H47 4.43 2.96 -1.72
H48 0.56 3.31 -1.84
H49 0.77 4.10 -3.46
H50 1.39 4.87 -2.01
C27 0.61 -4.34 3.17
C28 0.16 -3.95 4.57
C29 0.41 -2.57 5.17
O14 -0.45 -4.76 5.23
H51 1.68 -4.58 3.20
H52 0.48 -3.54 2.44
H53 0.06 -5.21 2.82
H54 1.49 -2.39 5.28
H55 0.10 -2.56 6.21
H56 -0.09 -1.71 4.74
C30 -0.82 2.23 -4.88
C31 -2.04 2.45 -4.01
C32 -2.49 3.87 -3.83
O15 -2.57 1.53 -3.43
H57 -0.19 1.42 -4.53
H58 -0.26 3.16 -5.00
H59 -1.19 1.93 -5.86
H60 -1.83 4.40 -3.14
H61 -3.50 3.86 -3.42
H62 -2.43 4.45 -4.75
C33 -4.46 0.89 1.25
C34 -4.99 1.96 0.32
C35 -4.24 2.09 -0.99
O16 -5.80 2.79 0.64
H63 -5.01 0.88 2.19
H64 -3.39 1.05 1.38
H65 -4.56 -0.10 0.80
H66 -4.09 1.12 -1.47
H67 -3.29 2.55 -0.74
H68 -4.80 2.75 -1.64
C36 -2.65 -6.37 0.16
C37 -2.81 -5.22 1.12
C38 -3.24 -5.48 2.52
O17 -2.55 -4.08 0.78
H69 -2.00 -7.15 0.57
H70 -2.21 -6.04 -0.78
H71 -3.61 -6.82 -0.09
H72 -2.38 -5.70 3.15
H73 -4.02 -6.23 2.62
H74 -3.60 -4.51 2.89